DFT (wB97M-V/def2-TZVPD) results for one molecule with the formula C2H2N2O at a distorted geometry.

## Properties
ΔE to the lowest compared entry with this formula, charge and spin = 2.2162 eV
highest occupied orbital energy = -0.3479 Ha
largest force on an atom = 2.036 eV Å⁻¹
gap between HOMO and LUMO = 9.34 eV
lowest unoccupied orbital energy = -0.12 eV

```
! RIJCOSX wB97M-V def2-TZVPD def2/J DEFGRID3
* xyz 0 1
H 0.91 -0.58 -1.05
N 0.17 1.12 -0.65
C 0.55 -0.05 -0.18
C -0.28 -0.64 0.85
H -0.33 -1.75 0.75
O -0.92 -0.03 1.67
N -0.11 1.93 -1.38
*
```